<w>
{"formula": "C2H3Cl2NO2", "method": "ωB97M-V with the def2-TZVPD basis set", "symbols": ["O", "N", "O", "C", "C", "Cl", "Cl", "H", "H", "H"], "xyz": [[2.01670, -0.67436, 1.41037], [1.22685, 0.10316, 0.88236], [1.03350, 1.28889, 1.14684], [0.29154, -0.53753, -0.07180], [-1.00859, 0.40175, -0.59602], [-2.31277, 0.26488, 0.61292], [-1.45990, -0.10288, -2.20405], [-0.09631, -1.45296, 0.49114], [0.91613, -0.66754, -0.87620], [-0.60716, 1.37659, -0.79556]], "lowdin_charge": [0.076, -0.406, 0.073, -0.121, -1.077, 0.584, 0.602, 0.149, 0.080, 0.039], "gap_ev": 11.02, "smiles": "O=[N+]([O-])CC(Cl)Cl", "e_homo_ev": -11.24, "charge": 0}

***

<x>
{"formula": "C2H3Cl2NO2", "method": "ωB97M-V with the def2-TZVPD basis set", "symbols": ["C", "C", "N", "O", "O", "Cl", "Cl", "H", "H", "H"], "xyz": [[1.15593, -0.20154, -0.29251], [-0.27834, -0.01186, -0.34949], [-1.01797, 0.58431, 0.80229], [-0.39804, 0.56440, 1.83101], [-2.05747, 1.13397, 0.60496], [-0.91970, 0.45952, -1.84708], [-1.16161, -2.15955, 0.06584], [1.63651, -0.55132, -1.30714], [1.66263, 0.91458, -0.16058], [1.37806, -0.73251, 0.65270]], "lowdin_charge": [-0.166, -0.864, -0.486, 0.087, 0.077, 0.790, 0.181, 0.130, 0.166, 0.085], "gap_ev": [8.62, 8.62], "e_homo_ev": [-10.88, -10.88], "charge": 0}

***

Least stable = <x>

***

<w>
{"formula": "C8H12NS", "method": "ωB97M-V with the def2-TZVPD basis set", "symbols": ["C", "C", "C", "C", "C", "C", "C", "C", "N", "S", "H", "H", "H", "H", "H", "H", "H", "H", "H", "H", "H", "H"], "xyz": [[-1.14292, -1.91005, -2.55154], [-0.71211, -1.29653, -1.34957], [-1.69723, -0.94483, -3.39251], [-0.79549, 0.12091, -1.40378], [-0.50067, 1.00395, 0.92267], [-0.50538, 1.16817, -0.57824], [0.76693, 0.06741, 1.59694], [2.12412, 0.73382, 1.13583], [0.56590, 0.03704, 3.03026], [-1.45593, 0.70100, -2.98097], [-0.98720, -3.00501, -2.69155], [-0.17060, -1.87520, -0.47791], [-1.93335, -1.15762, -4.42037], [-0.42331, 2.02640, 1.37281], [-1.29528, 0.37956, 1.28015], [-0.24803, 2.11703, -0.96162], [0.50431, -0.86361, 1.25382], [2.47979, 0.47135, 0.14523], [2.85639, 0.37956, 1.87471], [2.20449, 1.79196, 1.30681], [0.00860, -0.77769, 3.20427], [0.35699, 0.83239, 3.68457]], "lowdin_charge": [-0.104, -0.032, -0.335, -0.477, -0.080, -0.020, -0.337, -0.037, 0.044, 1.135, 0.141, 0.166, 0.084, 0.129, 0.107, 0.112, 0.072, 0.075, 0.081, 0.072, 0.075, 0.129], "gap_ev": 6.50, "e_homo_ev": -12.52, "charge": 1}

***

<x>
{"formula": "C8H12NS", "method": "ωB97M-V with the def2-TZVPD basis set", "symbols": ["C", "C", "C", "C", "C", "C", "C", "C", "N", "S", "H", "H", "H", "H", "H", "H", "H", "H", "H", "H", "H", "H"], "xyz": [[-3.45336, -0.49047, 0.28795], [-2.67970, -1.00118, -0.79423], [-2.93839, 0.13414, 1.37609], [-1.30301, -0.80789, -0.77725], [-1.55288, 0.24909, 1.41220], [-0.82400, -0.26785, 0.39906], [3.28035, 1.10958, 0.17010], [2.43707, -0.18301, -0.17996], [1.87877, 0.11419, -1.49990], [0.85875, -0.81439, 0.78021], [-4.58807, -0.61193, 0.24074], [-3.22622, -1.68753, -1.56707], [-3.37447, 0.47784, 2.29011], [-0.69581, -1.37149, -1.56178], [-1.01323, 0.44143, 2.32364], [3.01127, 1.98577, -0.39695], [3.18868, 1.32199, 1.25862], [4.27963, 0.83580, 0.00405], [2.75385, 0.06963, -2.07080], [1.65927, 1.01828, -1.62056], [1.15658, -0.52020, -1.82089], [1.14491, -0.00179, 1.74662]], "lowdin_charge": [-0.068, -0.050, -0.051, -0.130, -0.105, -0.497, -0.095, -0.440, 0.070, 1.131, 0.143, 0.156, 0.120, 0.128, 0.109, 0.065, 0.089, 0.056, 0.189, 0.088, 0.120, -0.029], "gap_ev": 8.15, "e_homo_ev": -11.75, "charge": 1}

***

Least stable = <x>

***

<w>
{"formula": "C7H12S", "method": "ωB97M-V with the def2-TZVPD basis set", "symbols": ["C", "C", "C", "C", "C", "C", "C", "H", "H", "H", "H", "H", "H", "H", "H", "H", "H", "H", "H", "S"], "xyz": [[2.27236, -0.00246, -0.68621], [0.92010, -0.00574, 0.08479], [0.12657, 1.29148, -0.17490], [-1.38423, 1.10808, 0.05652], [-1.62538, -0.00179, 1.10042], [-1.36788, -1.08972, 0.06635], [0.12509, -1.30135, -0.17998], [2.82168, -0.88831, -0.42524], [2.86342, 0.91586, -0.43024], [2.10856, -0.04614, -1.71562], [1.14452, 0.05485, 1.15680], [0.26719, 1.66224, -1.19678], [0.54208, 2.13221, 0.48302], [-1.93915, 2.03333, 0.19912], [-2.72360, -0.04697, 1.43382], [-1.01726, -0.01874, 1.96701], [-1.85951, -2.07276, 0.20892], [0.49456, -2.08955, 0.52460], [0.31273, -1.63018, -1.23084], [-2.08186, -0.00431, -1.24156]], "lowdin_charge": [-0.064, -0.380, -0.202, -0.518, -0.238, -0.548, -0.198, 0.067, 0.095, 0.052, 0.127, 0.103, 0.137, 0.100, 0.132, 0.093, 0.111, 0.128, 0.118, 0.886], "gap_ev": 9.38, "e_homo_ev": -8.44, "charge": 0}

***

<x>
{"formula": "C7H12S", "method": "ωB97M-V with the def2-TZVPD basis set", "symbols": ["C", "C", "C", "C", "C", "C", "C", "S", "H", "H", "H", "H", "H", "H", "H", "H", "H", "H", "H", "H"], "xyz": [[0.58774, -0.48635, -0.08771], [-3.02655, -0.60605, 0.28324], [1.55140, 0.37956, 0.00456], [0.52025, -1.90691, -0.21450], [-4.08812, 0.27357, -0.05433], [2.93966, -0.14888, 0.13027], [1.32832, 1.89538, 0.11278], [-1.56425, 0.26640, 0.21414], [0.20011, -2.36047, 0.68112], [1.36073, -2.40784, -0.58336], [-0.34049, -2.09799, -0.92779], [-4.66325, -0.26842, -0.80515], [-3.96778, 1.30481, -0.46007], [-4.90001, 0.28235, 0.64590], [3.75275, 0.37659, -0.40987], [3.05588, -1.14595, -0.26065], [3.31188, -0.21793, 1.13113], [0.83425, 2.14522, 0.99926], [0.74424, 2.31648, -0.63473], [2.36325, 2.40645, 0.23576]], "lowdin_charge": [-0.261, -0.508, -0.345, -0.131, -0.351, -0.060, -0.060, 0.829, 0.075, 0.059, 0.101, 0.077, 0.067, 0.068, 0.093, 0.063, 0.082, 0.044, 0.046, 0.113], "gap_ev": [7.55, 7.55], "e_homo_ev": [-7.68, -7.68], "charge": 0}

***

<y>
{"formula": "C7H12S", "method": "ωB97M-V with the def2-TZVPD basis set", "symbols": ["C", "C", "C", "C", "C", "C", "C", "S", "H", "H", "H", "H", "H", "H", "H", "H", "H", "H", "H", "H"], "xyz": [[-1.47575, -2.80384, 0.20719], [-1.08414, -1.68699, -0.00938], [0.49662, 1.72975, -0.66912], [1.70036, -0.43619, -0.35303], [0.43193, 0.50395, 1.62526], [-0.70645, -0.39003, -0.51149], [0.48657, 0.42524, 0.09925], [-2.64959, 1.15000, -0.31291], [-1.64265, -3.84397, 0.47442], [1.01773, 1.55377, -1.57492], [-0.53697, 1.94524, -0.95873], [1.05237, 2.56653, -0.18220], [2.10011, -0.06066, -1.29992], [2.57424, -0.50760, 0.42392], [1.42886, -1.56304, -0.31949], [-0.24048, 1.24828, 2.01798], [1.40258, 0.52279, 2.08842], [-0.18729, -0.40466, 1.97631], [-0.83953, -0.30526, -1.61241], [-3.32853, 0.35668, -1.10916]], "lowdin_charge": [0.145, -0.183, -0.098, -0.057, -0.045, -0.212, -0.614, 0.491, 0.050, 0.053, -0.013, 0.108, 0.071, 0.110, 0.101, 0.070, 0.071, 0.104, 0.117, -0.268], "gap_ev": 8.06, "e_homo_ev": -8.80, "charge": 0}

***

Least stable = <x>

***

<w>
{"formula": "C20H16N2O4", "method": "ωB97M-V with the def2-TZVPD basis set", "symbols": ["C", "C", "C", "C", "C", "C", "O", "N", "C", "C", "C", "C", "C", "C", "O", "C", "C", "C", "C", "C", "C", "C", "C", "N", "O", "O", "H", "H", "H", "H", "H", "H", "H", "H", "H", "H", "H", "H", "H", "H", "H", "H"], "xyz": [[3.93864, 2.05532, -2.87016], [2.96131, 1.18420, -2.15889], [1.77549, 0.81765, -2.79382], [0.83620, 0.01609, -2.18134], [1.03047, -0.43923, -0.87722], [-0.04753, -1.28573, -0.27481], [-0.77386, -1.97763, -0.95247], [-0.15632, -1.16961, 1.07728], [-1.16896, -1.77593, 1.85224], [-0.79951, -2.49792, 2.98196], [-1.74317, -3.13513, 3.76258], [-3.08175, -3.06316, 3.41194], [-3.46646, -2.32364, 2.31258], [-2.52799, -1.65134, 1.53188], [-3.02092, -0.95522, 0.46678], [-2.46785, 0.23002, 0.07257], [-2.60178, 0.57067, -1.27040], [-2.08530, 1.76479, -1.73284], [-1.43446, 2.62933, -0.86719], [-1.32779, 2.30328, 0.47321], [-1.84740, 1.11324, 0.95030], [2.20196, -0.09655, -0.22825], [3.15643, 0.69787, -0.85963], [4.34261, 0.98855, -0.09422], [4.28576, 0.79879, 1.10515], [5.32685, 1.39824, -0.66998], [3.50163, 2.44271, -3.78682], [4.25778, 2.88668, -2.24432], [4.83655, 1.49014, -3.11717], [1.59618, 1.17150, -3.79784], [-0.06776, -0.27285, -2.69433], [0.57678, -0.69942, 1.58663], [0.24966, -2.56498, 3.23169], [-1.43399, -3.69418, 4.63190], [-3.82709, -3.57123, 4.00394], [-4.50516, -2.23644, 2.03477], [-3.09754, -0.12421, -1.92904], [-2.18589, 2.02093, -2.77711], [-1.02195, 3.55700, -1.23360], [-0.84064, 2.98103, 1.15872], [-1.78175, 0.87138, 2.00185], [2.43852, -0.45500, 0.76345]], "lowdin_charge": [-0.040, -0.174, -0.009, 0.009, -0.103, -0.431, 0.115, 0.132, -0.168, -0.015, -0.088, -0.080, 0.009, -0.194, 0.054, -0.269, -0.010, -0.092, -0.099, -0.077, -0.019, 0.061, -0.093, -0.346, 0.073, 0.085, 0.081, 0.088, 0.092, 0.117, 0.121, 0.142, 0.116, 0.102, 0.105, 0.122, 0.127, 0.106, 0.100, 0.105, 0.124, 0.121], "gap_ev": 8.02, "smiles": "Cc1ccc(C(=O)Nc2ccccc2Oc2ccccc2)cc1[N+](=O)[O-]", "e_homo_ev": -8.59, "charge": 0}

***

<x>
{"formula": "C20H16N2O4", "method": "ωB97M-V with the def2-TZVPD basis set", "symbols": ["C", "C", "C", "C", "C", "C", "C", "C", "O", "C", "O", "C", "N", "N", "C", "C", "C", "C", "C", "C", "C", "C", "O", "O", "C", "C", "H", "H", "H", "H", "H", "H", "H", "H", "H", "H", "H", "H", "H", "H", "H", "H"], "xyz": [[-4.79094, -0.27250, 1.15238], [-4.63473, 0.68483, -0.03153], [-3.18240, 0.93054, -0.31309], [-2.51174, 2.00309, 0.27939], [-1.16703, 2.20222, 0.07315], [-0.42675, 1.33268, -0.73707], [0.99701, 1.41153, -0.96137], [1.87072, 2.38074, -0.19925], [3.08046, 1.76848, 0.22375], [3.02660, 0.64992, 0.97241], [4.03826, 0.07278, 1.25797], [1.68010, 0.15861, 1.36686], [0.84236, 0.83977, 2.12032], [-0.25675, 0.09403, 2.27511], [-0.16862, -1.08530, 1.60560], [-1.06894, -2.13214, 1.43119], [-0.66277, -3.17421, 0.63075], [0.60187, -3.19498, 0.02435], [1.50066, -2.17077, 0.19752], [1.10984, -1.09692, 0.99959], [1.57025, 0.54538, -1.82656], [0.82833, -0.50907, -2.49253], [1.29107, -1.30639, -3.26651], [-0.50127, -0.60560, -2.18017], [-1.11106, 0.27072, -1.35477], [-2.47076, 0.07338, -1.13026], [-4.31011, -1.22272, 0.93276], [-5.84332, -0.45430, 1.35465], [-4.33518, 0.14952, 2.04557], [-5.13332, 1.62776, 0.19846], [-5.11178, 0.24755, -0.90958], [-3.06147, 2.68822, 0.90771], [-0.68052, 3.04252, 0.54151], [1.35026, 2.78908, 0.67041], [2.18829, 3.20088, -0.85034], [-1.01327, 0.43581, 2.84398], [-2.04109, -2.11554, 1.89904], [-1.33361, -4.00265, 0.45940], [0.86628, -4.03532, -0.59822], [2.47458, -2.18417, -0.26515], [2.63124, 0.56471, -2.02305], [-2.94978, -0.76120, -1.61746]], "lowdin_charge": [-0.090, -0.203, -0.232, -0.037, -0.018, -0.109, -0.125, -0.107, 0.031, -0.418, 0.158, -0.165, 0.134, 0.066, -0.191, -0.016, -0.071, -0.069, -0.006, -0.104, 0.080, -0.450, 0.120, 0.131, -0.176, 0.056, 0.065, 0.071, 0.072, 0.111, 0.114, 0.115, 0.112, 0.112, 0.148, 0.163, 0.104, 0.105, 0.109, 0.128, 0.145, 0.136], "gap_ev": 8.44, "smiles": "CCc1ccc2c(COC(=O)c3n[nH]c4ccccc34)cc(=O)oc2c1", "e_homo_ev": -8.79, "charge": 0}

***

Least stable = <w>

***

<w>
{"formula": "CH5N3O2S", "method": "ωB97M-V with the def2-TZVPD basis set", "symbols": ["N", "S", "N", "O", "C", "N", "O", "H", "H", "H", "H", "H"], "xyz": [[1.36317, -0.50782, -1.05033], [0.41520, -0.54055, 0.13131], [1.19378, -0.15291, 1.56803], [-0.40774, -1.69864, 0.40970], [-0.71168, 0.91990, -0.19285], [-1.67409, 0.53807, -1.02018], [-0.51639, 1.98371, 0.32106], [1.88573, -1.34591, -1.22594], [0.58382, -0.21594, 2.36783], [1.65748, 0.74044, 1.51013], [-2.38727, 1.17803, -1.33907], [-1.69840, -0.42595, -1.31077]], "lowdin_charge": [-0.200, 0.646, -0.082, -0.350, -0.607, 0.159, 0.062, 0.013, 0.066, 0.063, 0.129, 0.102], "gap_ev": 10.75, "smiles": "N=[S@](N)(=O)C(N)=O", "e_homo_ev": -9.98, "charge": 0}

***

<x>
{"formula": "CH5N3O2S", "method": "ωB97M-V with the def2-TZVPD basis set", "symbols": ["C", "N", "N", "N", "O", "O", "S", "H", "H", "H", "H", "H"], "xyz": [[0.30462, 0.74208, 0.51225], [1.87602, 0.20724, -1.01605], [1.60401, 0.16799, 0.27159], [-0.25402, 0.35675, 1.69119], [-0.25356, -1.75397, -0.30320], [-1.82568, -0.14172, -1.47521], [-0.29721, -0.49537, -0.96776], [0.09780, 1.71797, 0.14888], [2.64998, -0.51623, -1.12570], [-2.48401, -0.81712, -1.76713], [-0.67206, -0.57505, 1.85033], [-0.74591, 1.10742, 2.18080]], "lowdin_charge": [-0.489, -0.069, -0.104, 0.035, -0.436, -0.329, 0.913, 0.113, 0.083, 0.084, 0.102, 0.095], "gap_ev": 8.26, "e_homo_ev": -8.21, "charge": 0}

***

Least stable = <x>

***

<w>
{"formula": "N2O6", "method": "ωB97M-V with the def2-TZVPD basis set", "symbols": ["N", "O", "O", "O", "N", "O", "O", "O"], "xyz": [[-2.92983, 1.82718, 0.70138], [-2.34803, 2.53636, -0.12137], [-3.96418, 2.19320, 1.12613], [-2.66649, 0.67472, 0.28072], [2.97732, -1.84670, -0.49187], [4.02018, -1.86463, 0.01860], [2.33314, -2.75628, -0.64983], [2.57788, -0.76388, -0.86377]], "lowdin_charge": [-0.671, -0.138, -0.061, -0.130, -0.853, -0.060, -0.001, -0.086], "gap_ev": 7.71, "e_homo_ev": -0.88, "charge": -2}

***

<x>
{"formula": "N2O6", "method": "ωB97M-V with the def2-TZVPD basis set", "symbols": ["N", "O", "O", "O", "N", "O", "O", "O"], "xyz": [[3.56512, 4.88477, 3.00261], [3.55716, 3.48947, 2.77896], [2.56282, 1.82115, 4.71899], [2.41251, 2.73975, 6.72242], [4.46934, 2.53390, 7.43751], [4.35074, 3.53231, 6.99498], [2.80863, 5.48797, 4.87458], [3.91972, 5.74041, 7.93941]], "lowdin_charge": [-0.008, -0.287, -0.506, -0.444, 0.140, -0.058, -0.498, -0.339], "gap_ev": 4.21, "e_homo_ev": -0.18, "charge": -2}

***

Least stable = <x>